one | Formula: C55H47N3P3RhSSi
Source: the OMol25 dataset
Level of theory: ωB97M-V/def2-TZVPD

Calculated values
Gap between HOMO and LUMO (spin up / spin down) (Eh): 0.1623 / 0.1626
HOMO energy (spin up / spin down) (Ha): -0.39475 / -0.39487
Lowest unoccupied orbital energy (spin up / spin down) (eV): -6.325 / -6.321

ORCA input file:
```
! RIJCOSX wB97M-V def2-TZVPD def2/J DEFGRID3
* xyz 2 1
Rh 0.2731 0.5401 -0.1058
C -0.8324 -1.2754 6.0792
C -1.0518 0.0771 5.8769
C -0.6611 0.6838 4.6968
C -0.0221 -0.0699 3.7182
C 0.1806 -1.4349 3.9154
C -0.2267 -2.0345 5.0905
P 0.6840 0.6766 2.2172
C 0.4862 2.4559 2.5638
C 1.4838 3.3289 2.9786
C 1.1799 4.6667 3.1822
C -0.1067 5.1384 2.9790
C -1.1013 4.2691 2.5586
C -0.8091 2.9346 2.3541
C 2.4419 0.2369 2.4458
C 3.1273 0.4965 3.6274
C 4.4664 0.1561 3.7328
C 5.1242 -0.4305 2.6630
C 4.4321 -0.7371 1.5012
C 3.0860 -0.4254 1.3906
Si 1.9233 -1.1205 0.0222
C 1.0607 -2.6530 0.7843
C 1.8154 -3.7068 1.2900
C 1.2036 -4.8829 1.6885
C -0.1726 -5.0182 1.5762
C -0.9412 -3.9703 1.1005
C -0.3284 -2.7780 0.7242
P -1.3173 -1.4058 0.0476
C -2.1571 -2.3567 -1.2610
C -1.3424 -3.1502 -2.0721
C -1.8941 -3.8868 -3.1022
C -3.2609 -3.8363 -3.3376
C -4.0714 -3.0635 -2.5209
C -3.5283 -2.3188 -1.4864
C -2.5986 -1.0187 1.2795
C -3.4365 0.0565 0.9751
C -4.3908 0.4737 1.8835
C -4.5066 -0.1645 3.1096
C -3.6715 -1.2264 3.4164
C -2.7210 -1.6590 2.5077
C 2.2178 -1.6990 -1.7828
C 3.0221 -2.7934 -2.0619
C 3.0824 -3.3109 -3.3449
C 2.3393 -2.7379 -4.3663
C 1.5472 -1.6306 -4.1102
C 1.4743 -1.1191 -2.8193
P 0.6535 0.4534 -2.4188
C 1.5676 1.5339 -3.5780
C 0.9448 1.9963 -4.7353
C 1.6661 2.7236 -5.6643
C 3.0107 2.9825 -5.4550
C 3.6425 2.4982 -4.3188
C 2.9251 1.7758 -3.3820
C -1.0432 0.6622 -3.0107
C -1.5565 1.9941 -2.6286
C -2.9875 2.1927 -2.8394
C -3.7778 1.1966 -3.3237
C -3.2324 -0.0364 -3.7169
C -1.8704 -0.2932 -3.5433
H -1.1168 -1.7356 7.0122
H -1.5138 0.6727 6.6476
H -0.8357 1.7403 4.5542
H 0.6701 -2.0208 3.1513
H -0.0578 -3.0900 5.2411
H 2.4937 2.9772 3.1471
H 1.9524 5.3373 3.5233
H -0.3313 6.1793 3.1550
H -2.1067 4.6287 2.4015
H -1.5852 2.2447 2.0372
H 2.6131 0.9493 4.4648
H 5.0019 0.3631 4.6450
H 6.1703 -0.6807 2.7420
H 4.9372 -1.2265 0.6820
H 2.8874 -3.5979 1.3708
H 1.8009 -5.6987 2.0681
H -0.6486 -5.9457 1.8521
H -2.0124 -4.0846 1.0019
H -0.2757 -3.1879 -1.8913
H -1.2571 -4.4980 -3.7239
H -3.6903 -4.3962 -4.1555
H -5.1369 -3.0378 -2.6875
H -4.1683 -1.7240 -0.8503
H -3.3264 0.5614 0.0206
H -5.0361 1.3058 1.6443
H -5.2441 0.1677 3.8243
H -3.7529 -1.7191 4.3727
H -2.0837 -2.4929 2.7599
H 3.5970 -3.2397 -1.2658
H 3.7123 -4.1629 -3.5448
H 2.3881 -3.1481 -5.3639
H 0.9906 -1.1658 -4.9125
H -0.0958 1.7731 -4.9253
H 1.1712 3.0819 -6.5541
H 3.5691 3.5517 -6.1809
H 4.6959 2.6797 -4.1659
H 3.4188 1.3713 -2.5064
H -0.9386 2.8219 -3.0040
H -3.4013 3.1572 -2.5813
H -4.8394 1.3603 -3.4337
H -3.8647 -0.7864 -4.1635
H -1.4657 -1.2549 -3.8282
N 1.9037 2.6643 -0.1653
N 1.0263 3.7697 -0.1277
C -0.0856 3.7216 -0.9528
N -0.6972 4.9215 -1.1938
S -1.1878 2.2989 -0.7004
H 2.4439 2.6495 0.7006
H 2.5612 2.7280 -0.9492
H 1.4716 4.6861 -0.0949
H -0.5167 5.6947 -0.5659
H -1.6487 4.8793 -1.5211
*
```

two | Formula: C55H47N3P3RhSSi
Source: the OMol25 dataset
Level of theory: ωB97M-V/def2-TZVPD

Calculated values
Gap between HOMO and LUMO (Eh): 0.2923
HOMO energy (Ha): -0.47709
Lowest unoccupied orbital energy (eV): -5.027

ORCA input file:
```
! RIJCOSX wB97M-V def2-TZVPD def2/J DEFGRID3
* xyz 2 1
Rh 0.0945 0.5161 0.0755
C 4.7624 -3.5348 -2.1751
C 5.2835 -2.4485 -1.4909
C 4.4730 -1.3691 -1.1661
C 3.1294 -1.3661 -1.5319
C 2.6103 -2.4671 -2.2179
C 3.4203 -3.5433 -2.5344
P 2.0474 0.0778 -1.2594
C 3.2363 1.3695 -0.7693
C 3.6482 2.4110 -1.5975
C 4.5355 3.3713 -1.1269
C 5.0242 3.2913 0.1687
C 4.6232 2.2501 0.9976
C 3.7335 1.2956 0.5331
C 1.4817 0.4651 -2.9640
C 2.3985 0.6341 -4.0005
C 1.9564 0.9389 -5.2789
C 0.5971 1.0728 -5.5315
C -0.3230 0.8499 -4.5168
C 0.1003 0.5279 -3.2274
Si -0.9550 -0.1779 -1.8470
C -0.7538 -2.0351 -1.9544
C -0.9816 -2.7906 -3.1086
C -0.9637 -4.1734 -3.0569
C -0.7368 -4.8234 -1.8446
C -0.4965 -4.0896 -0.6975
C -0.4745 -2.6941 -0.7618
P -0.1894 -1.6727 0.7213
C -1.5165 -2.3642 1.7591
C -2.7879 -2.4969 1.1970
C -3.8180 -3.0581 1.9323
C -3.5902 -3.4850 3.2347
C -2.3276 -3.3634 3.7938
C -1.2911 -2.7992 3.0620
C 1.3648 -2.2391 1.4836
C 1.8002 -1.5922 2.6442
C 3.0022 -1.9364 3.2384
C 3.7958 -2.9264 2.6709
C 3.3721 -3.5749 1.5230
C 2.1610 -3.2385 0.9325
C -2.8119 0.0710 -1.6228
C -3.7376 -0.3841 -2.5675
C -5.0996 -0.3252 -2.3220
C -5.5713 0.2032 -1.1247
C -4.6769 0.6792 -0.1822
C -3.3051 0.5889 -0.4182
P -2.0908 1.3787 0.6656
C -2.5014 3.1427 0.4203
C -3.1098 3.9265 1.3978
C -3.4956 5.2283 1.1073
C -3.2945 5.7595 -0.1571
C -2.7208 4.9788 -1.1517
C -2.3318 3.6807 -0.8627
C -2.4208 1.1139 2.4322
C -1.5993 1.8178 3.3412
C -1.6776 1.4875 4.6865
C -2.5378 0.4898 5.1364
C -3.3851 -0.1436 4.2464
C -3.3097 0.1565 2.8893
H 5.4023 -4.3644 -2.4449
H 6.3302 -2.4284 -1.2185
H 4.9072 -0.5345 -0.6357
H 1.5736 -2.4837 -2.5226
H 3.0055 -4.3855 -3.0727
H 3.2825 2.4872 -2.6130
H 4.8596 4.1691 -1.7821
H 5.7285 4.0302 0.5277
H 5.0124 2.1762 2.0049
H 3.4333 0.4797 1.1814
H 3.4595 0.5168 -3.8126
H 2.6727 1.0773 -6.0774
H 0.2552 1.3192 -6.5280
H -1.3824 0.9147 -4.7383
H -1.1690 -2.2953 -4.0555
H -1.1446 -4.7533 -3.9525
H -0.7557 -5.9041 -1.7985
H -0.3338 -4.5998 0.2447
H -2.9723 -2.1811 0.1762
H -4.7983 -3.1687 1.4869
H -4.3980 -3.9170 3.8109
H -2.1427 -3.7138 4.8005
H -0.3073 -2.7275 3.5043
H 1.1915 -0.8222 3.0998
H 3.3219 -1.4321 4.1408
H 4.7387 -3.1937 3.1290
H 3.9847 -4.3461 1.0753
H 1.8498 -3.7615 0.0418
H -3.3931 -0.7962 -3.5094
H -5.7985 -0.6839 -3.0657
H -6.6351 0.2541 -0.9357
H -5.0444 1.1181 0.7380
H -3.3075 3.5220 2.3807
H -3.9650 5.8266 1.8766
H -3.6011 6.7736 -0.3741
H -2.5931 5.3747 -2.1503
H -1.9387 3.0625 -1.6684
H -1.4214 2.8655 3.1200
H -1.0505 2.0108 5.3979
H -2.5683 0.2386 6.1882
H -4.1083 -0.8660 4.5987
H -3.9556 -0.3569 2.1926
N 0.7171 2.5578 -0.5893
N 1.4039 3.3172 0.3893
C 1.1608 3.0413 1.7036
N 1.4842 4.0351 2.5549
S 0.9585 1.4666 2.2138
H 1.2767 2.5786 -1.4412
H -0.1728 3.0153 -0.7753
H 1.5410 4.2889 0.1368
H 2.1623 4.7340 2.2886
H 1.4753 3.8026 3.5354
*
```

What should be chosen as the most stable of them? Choose two.

one | Formula: C9H13OP
Source: the OMol25 dataset
Level of theory: ωB97M-V/def2-TZVPD

Calculated values
Gap between HOMO and LUMO (spin up / spin down) (Eh): 0.2600 / 0.3005
HOMO energy (spin up / spin down) (Ha): -0.29856 / -0.28815
Lowest unoccupied orbital energy (spin up / spin down) (eV): -1.049 / 0.336

ORCA input file:
```
! RIJCOSX wB97M-V def2-TZVPD def2/J DEFGRID3
* xyz 0 1
C 1.5387 -0.7885 1.6810
C 1.1414 0.2093 1.1240
C -0.6726 -0.4495 -2.1259
C -1.1008 1.0577 -1.7731
C -1.6929 0.3374 0.6391
C -2.1020 1.7257 0.5388
C 0.7312 -0.4155 -2.5891
C -0.9679 1.2290 -0.2604
C 2.2065 -1.8925 2.4347
O 3.3160 -1.3551 3.1685
P 0.8282 1.6285 0.1685
H -0.9274 -0.9297 -1.1540
H -1.3648 -0.8175 -2.7895
H -0.4412 1.7039 -2.3091
H -2.0146 1.3038 -2.1213
H -1.1929 -0.1904 1.4870
H -2.3892 -0.3049 -0.0393
H -3.0566 2.0536 0.0854
H -1.7896 2.4450 1.3162
H 1.4400 -1.0178 -2.0547
H 1.0948 -0.2090 -3.5642
H 1.5313 -2.3550 3.1336
H 2.6682 -2.5710 1.7314
H 3.2165 -0.3974 3.2724
*
```

two | Formula: C9H13OP
Source: the OMol25 dataset
Level of theory: ωB97M-V/def2-TZVPD

Calculated values
Gap between HOMO and LUMO (Eh): 0.3637
HOMO energy (Ha): -0.33594
Lowest unoccupied orbital energy (eV): 0.755

ORCA input file:
```
! RIJCOSX wB97M-V def2-TZVPD def2/J DEFGRID3
* xyz 0 1
C 1.3902 -0.4215 0.8734
C -0.7702 -0.3613 -1.5131
C 1.7870 1.0120 0.3408
C 1.2217 -1.2078 -0.1614
C 0.7231 -0.2978 -1.3458
C 1.1708 1.0370 -1.0102
C 0.6116 1.8276 0.1586
C -0.5714 1.2716 0.8414
C -1.6080 -1.4913 1.0115
O -3.0845 0.4358 -0.0960
P -1.6450 0.1183 0.0970
H 1.6669 -0.8368 1.8487
H -0.2853 0.4698 1.2347
H -1.1166 0.4102 -2.0990
H -1.1657 -1.2833 -1.7056
H 2.7991 1.2530 0.6067
H 1.0557 -2.2372 -0.2453
H 1.2438 -0.5582 -2.3194
H 1.7865 1.7029 -1.6555
H 0.5675 2.8881 -0.0210
H -0.7811 1.7475 1.8281
H -1.9928 -2.1731 0.3629
H -0.7532 -2.0294 1.1925
H -2.2502 -1.2760 1.7760
*
```

What should be chosen as the most stable of them? Choose two.

one | Formula: C4H12O3
Source: the OMol25 dataset
Level of theory: ωB97M-V/def2-TZVPD

Calculated values
Gap between HOMO and LUMO (Eh): 0.4062
HOMO energy (Ha): -0.37934
Lowest unoccupied orbital energy (eV): 0.731

ORCA input file:
```
! RIJCOSX wB97M-V def2-TZVPD def2/J DEFGRID3
* xyz 0 1
C 0.3774 0.4397 2.5585
C 0.4515 -0.3795 1.2657
O 1.5292 0.0523 0.4155
C -0.8792 -0.3975 0.5478
C -1.0016 -1.1466 -0.7620
O 0.0665 -0.9487 -1.7057
H 1.3823 0.8213 2.7626
H 0.0257 -0.1840 3.3740
H -0.3590 1.2352 2.4728
H 0.7215 -1.4009 1.5110
H 1.5408 1.0147 0.4050
H -1.6377 -0.7596 1.2428
H -1.2313 0.6297 0.4018
H -1.1594 -2.2149 -0.6536
H -1.8732 -0.8124 -1.3297
H 0.9061 -0.9948 -1.2315
O -0.6679 1.9652 -2.1092
H 0.2023 2.3605 -2.0478
H -0.5751 1.0017 -2.0991
*
```

two | Formula: C4H12O3
Source: the OMol25 dataset
Level of theory: ωB97M-V/def2-TZVPD

Calculated values
Gap between HOMO and LUMO (Eh): 0.3349
HOMO energy (Ha): -0.31343
Lowest unoccupied orbital energy (eV): 0.584

ORCA input file:
```
! RIJCOSX wB97M-V def2-TZVPD def2/J DEFGRID3
* xyz 0 1
C -0.4469 0.7414 1.5823
C 0.6534 0.0105 1.3589
C 0.4631 -1.3828 0.8681
C -0.6097 -1.6774 0.1526
H -1.4529 0.4235 1.3278
H -0.4123 1.5568 2.3071
H 1.5840 0.3106 1.8222
H 1.2211 -2.1255 1.1133
H -1.0296 -2.6699 0.0293
H -1.1766 -0.8499 -0.2777
O 2.4110 -0.1017 -0.6405
H 2.7553 -0.9566 -0.9419
H 3.0375 0.1431 0.0449
O -0.1228 1.6292 -1.6805
H 0.4711 1.4467 -0.9521
H 0.4170 2.0318 -2.3589
O -2.4944 0.8086 -1.0645
H -3.3321 0.3264 -1.0007
H -1.9362 0.3353 -1.6895
*
```

What should be chosen as the most stable of them? Choose one.

one | Formula: C4H12O3
Source: the OMol25 dataset
Level of theory: ωB97M-V/def2-TZVPD

Calculated values
Gap between HOMO and LUMO (Eh): 0.1695
HOMO energy (Ha): -0.28828
Lowest unoccupied orbital energy (eV): -3.232

ORCA input file:
```
! RIJCOSX wB97M-V def2-TZVPD def2/J DEFGRID3
* xyz 0 1
C 0.5965 -0.4977 1.7149
C 2.3170 0.0815 -1.5526
O -0.8170 1.5301 0.3109
C 1.4384 0.0790 -0.5274
C 1.7056 -0.2557 0.8032
H -0.2893 -0.1336 1.1754
H 0.4471 -1.5715 1.8801
H 0.6348 0.0205 2.6718
H 2.0306 0.2943 -2.5708
H 3.3548 -0.1835 -1.3643
H -0.7070 2.4435 0.0552
H 0.3988 0.3554 -0.7370
H 2.7120 -0.5572 1.1005
H -1.5266 -2.0060 -1.0694
H -2.2548 -0.6666 -0.4503
O -1.5087 -1.3911 -0.3288
H -3.8446 0.6663 -0.3760
H -1.7589 1.2547 -0.0772
O -2.9286 0.5376 -0.6581
*
```

two | Formula: C4H12O3
Source: the OMol25 dataset
Level of theory: ωB97M-V/def2-TZVPD

Calculated values
Gap between HOMO and LUMO (Eh): 0.4045
HOMO energy (Ha): -0.37786
Lowest unoccupied orbital energy (eV): 0.726

ORCA input file:
```
! RIJCOSX wB97M-V def2-TZVPD def2/J DEFGRID3
* xyz 0 1
O -0.2044 -2.0916 -0.6482
C -0.6280 -0.7744 -0.6843
C -0.3500 -0.0318 0.6153
C 0.0334 1.4275 0.4054
C -1.2992 2.1680 0.3817
O -1.0735 3.5508 0.0854
H -0.9480 -2.6967 -0.7079
H -1.7408 -0.8189 -0.6088
H -0.1394 -0.2440 -1.5612
H -1.1075 -0.0652 1.3313
H 0.3008 -0.7017 0.9857
H 0.5400 1.8023 1.2818
H 0.6639 1.7180 -0.4247
H -2.0710 1.8499 -0.3534
H -1.7564 1.9472 1.3999
H -1.5207 3.9975 0.8004
O 3.8720 -3.9767 -0.9644
H 3.2665 -3.9978 -0.1393
H 4.1623 -3.0624 -1.1949
*
```

three | Formula: C4H12O3
Source: the OMol25 dataset
Level of theory: ωB97M-V/def2-TZVPD

Calculated values
Gap between HOMO and LUMO (Eh): 0.3893
HOMO energy (Ha): -0.37354
Lowest unoccupied orbital energy (eV): 0.428

ORCA input file:
```
! RIJCOSX wB97M-V def2-TZVPD def2/J DEFGRID3
* xyz 0 1
C -0.8356 -0.9130 0.5531
C -0.6692 0.4036 -0.2103
C -1.9683 0.5342 -1.1044
C -0.5300 1.7022 0.5431
O 0.1250 1.8606 1.5737
H 0.1147 -1.1527 1.0837
H -1.7080 -0.9413 1.1849
H -1.0555 -1.6346 -0.1539
H 0.2113 0.3945 -0.8887
H -2.4456 -0.3904 -1.4929
H -2.8123 1.0200 -0.5909
H -1.7732 1.1270 -2.0357
H -0.6118 2.6450 0.0299
O 2.1170 -2.3953 -1.5330
H 1.3549 -2.1809 -0.9475
H 2.7159 -2.6593 -0.8784
O 2.4830 0.4544 1.5919
H 3.3680 0.8733 1.6165
H 1.9196 1.2528 1.6590
*
```

four | Formula: C4H12O3
Source: the OMol25 dataset
Level of theory: ωB97M-V/def2-TZVPD

Calculated values
Gap between HOMO and LUMO (Eh): 0.3307
HOMO energy (Ha): -0.31522
Lowest unoccupied orbital energy (eV): 0.423

ORCA input file:
```
! RIJCOSX wB97M-V def2-TZVPD def2/J DEFGRID3
* xyz 0 1
C -2.7598 -0.2548 -0.6707
C -1.6249 -0.5804 0.2311
C -0.5158 0.0642 0.5359
C 0.3478 -0.1951 1.7977
O -0.0002 1.1009 -0.2166
H -2.9500 -1.0116 -1.4287
H -2.5000 0.6695 -1.2051
H -3.7050 -0.0732 -0.1580
H -1.7513 -1.4308 0.9051
H 1.3529 -0.4388 1.4776
H -0.1466 -1.0362 2.2805
H 0.2774 0.7225 2.3743
H 0.9237 1.2271 -0.0446
O 2.8860 1.1450 0.2431
H 2.7519 0.3324 -0.2555
H 2.8208 1.7718 -0.4824
O 1.7684 -0.8943 -1.5539
H 0.8002 -0.8095 -1.5510
H 2.0245 -0.3087 -2.2786
*
```

What should be chosen as the most stable of them? Choose four.